Record 1
C21H64O11 | ωB97M-V/def2-TZVPD

Structure (XYZ):
```
96
Properties=species:S:1:pos:R:3:forces:R:3:mulliken_charge:R:1
C 2.244 -3.040 2.059 1.571 -0.744 -0.295 -0.4934
C 3.732 -2.644 2.227 -0.927 -0.484 -1.320 -0.3252
O 3.890 -2.145 3.515 0.786 0.340 0.906 -0.5461
H 1.611 -2.337 2.601 -0.167 -0.073 -0.449 0.0339
H 2.197 -4.034 2.504 -0.487 0.019 0.393 0.5080
H 2.039 -3.237 1.006 -0.450 0.507 -0.071 0.0354
H 4.106 -1.950 1.474 -0.403 0.682 0.273 0.0659
H 4.375 -3.498 2.015 -0.002 -0.388 0.353 0.3689
H 4.187 -2.868 4.074 -0.007 0.160 0.229 0.2786
C -3.258 3.638 -2.231 -0.659 -0.406 -0.732 -0.7595
C -2.663 5.007 -2.175 0.304 0.845 0.617 0.0127
O -2.776 5.543 -0.853 -0.402 0.398 -0.894 -0.5825
H -4.322 3.698 -2.002 0.000 -0.011 0.430 0.3447
H -2.771 2.915 -1.576 0.023 0.098 0.039 -0.1053
H -3.265 3.237 -3.245 0.379 -0.098 -0.176 0.4012
H -3.146 5.707 -2.857 -0.413 -0.037 0.076 0.3784
H -1.619 5.047 -2.487 0.282 -0.418 0.029 -0.0859
H -2.522 4.829 -0.263 0.360 -0.093 0.449 0.4247
C -3.196 -0.229 -1.172 -0.354 -0.395 -0.311 -0.5320
C -4.155 -1.349 -0.744 0.812 0.601 0.428 -0.2456
O -5.411 -0.779 -0.421 -0.102 0.077 -0.062 -0.5579
H -3.076 0.601 -0.475 -0.417 -0.175 0.245 0.2098
H -3.573 0.170 -2.114 0.202 0.189 -0.064 0.4485
H -2.184 -0.606 -1.318 -0.062 -0.203 -0.228 -0.0827
H -3.735 -1.865 0.119 0.022 -0.098 0.278 0.0593
H -4.249 -2.097 -1.532 -0.025 0.004 -0.281 0.3753
H -5.960 -1.459 -0.023 -0.069 -0.010 0.007 0.3092
C 1.525 0.778 3.775 0.968 0.740 1.484 -0.1840
C 2.411 0.973 5.063 -0.097 -1.286 -1.767 -0.5247
O 3.736 0.523 4.760 0.249 0.851 0.370 -0.5585
H 0.558 1.270 3.889 -0.063 -0.255 -0.077 0.0614
H 1.428 -0.300 3.647 -0.274 0.150 -0.327 -0.0373
H 2.067 1.245 2.953 -0.102 -0.158 -0.191 0.2785
H 2.017 0.293 5.818 -0.254 0.478 0.494 0.2592
H 2.490 2.011 5.383 -0.117 -0.174 0.114 0.3639
H 3.715 -0.284 4.240 -0.203 -0.330 -0.062 0.3479
C -2.262 0.743 3.851 -0.133 -1.157 0.352 -0.6128
C -2.675 -0.693 3.481 -0.692 1.639 -0.658 -0.1726
O -1.536 -1.391 3.165 1.545 -0.382 0.054 -0.3710
H -1.516 0.679 4.644 -0.116 0.173 0.210 0.1968
H -3.141 1.295 4.183 0.198 0.262 -0.106 0.4704
H -1.765 1.189 2.989 -0.303 0.191 0.009 -0.2107
H -3.275 -0.595 2.576 -0.532 -0.053 -0.162 0.0791
H -3.295 -1.200 4.220 0.029 0.103 0.433 0.4066
H -1.785 -2.247 2.809 0.032 -0.424 0.035 0.3196
C 5.082 -2.145 -1.173 -0.101 0.419 -1.098 -1.4656
C 3.565 -2.123 -1.403 1.400 -0.623 0.266 0.4371
O 3.096 -3.468 -1.413 -0.605 0.153 -0.011 -0.5186
H 5.409 -2.797 -0.363 -0.200 0.485 0.290 0.3268
H 5.416 -1.108 -1.149 0.277 0.027 0.758 0.3403
H 5.598 -2.516 -2.058 -0.158 -0.321 -0.220 0.4635
H 3.372 -1.642 -2.362 -0.252 0.210 0.102 0.3062
H 3.102 -1.570 -0.586 -0.378 -0.135 -0.130 -0.1193
H 3.168 -3.775 -2.320 -0.019 -0.191 0.021 0.3020
C -1.078 -3.683 0.338 -0.197 -1.819 -0.046 -0.1783
C -1.343 -4.580 1.553 1.976 -0.014 -0.254 -0.5732
O -2.095 -3.915 2.480 -2.130 0.687 1.366 -0.5755
H -0.140 -4.064 -0.067 0.032 0.284 -0.396 0.3693
H -0.992 -2.610 0.509 -0.169 -0.240 0.345 -0.5451
H -1.881 -3.950 -0.349 0.076 0.671 -0.414 0.5352
H -0.422 -4.802 2.092 0.660 -0.272 -0.485 0.2618
H -1.806 -5.545 1.345 -0.032 -0.013 -0.736 0.3518
H -2.258 -4.555 3.177 -0.284 0.351 0.405 0.2525
C 0.068 3.943 -4.785 1.035 -1.467 0.635 -0.9864
C 1.146 3.524 -3.743 -0.249 1.514 -0.482 -0.3339
O 0.735 3.908 -2.430 0.107 -0.868 0.343 -0.5224
H -0.170 5.001 -4.671 0.124 -0.083 -0.312 0.2972
H -0.833 3.339 -4.679 -0.084 0.144 0.229 0.1773
H 0.502 3.652 -5.742 -0.194 0.581 -0.358 0.4294
H 2.078 4.044 -3.965 0.088 0.260 -0.172 0.3873
H 1.467 2.482 -3.765 -0.738 -0.223 0.204 0.2878
H 0.868 4.847 -2.282 -0.019 0.008 -0.123 0.2703
C 0.145 0.151 0.688 -0.061 0.244 -1.255 1.6795
C 0.656 1.020 -0.525 -0.837 -1.159 1.091 -0.4613
O -0.450 1.785 -0.999 -0.024 0.006 0.528 -0.0964
H -0.265 0.809 1.455 0.376 -0.079 0.134 -0.6447
H 0.853 -0.577 1.083 0.455 0.543 0.149 -0.0016
H -0.683 -0.501 0.409 -0.210 0.305 -0.431 -0.8727
H 0.987 0.424 -1.376 0.360 -0.352 0.228 -0.0471
H 1.460 1.676 -0.193 0.146 0.040 0.009 0.4507
H -0.057 2.455 -1.563 -0.085 0.643 -0.437 -0.0413
C 0.347 -1.527 -3.362 -0.332 1.137 0.521 -0.5196
C 0.430 -2.486 -4.490 -0.118 -0.529 0.315 -0.4849
O 0.862 -1.724 -5.586 0.395 -0.056 -0.689 -0.5305
H -0.332 -0.703 -3.581 -0.464 -0.186 -0.024 0.3966
H 1.296 -0.994 -3.301 0.290 -0.339 0.324 0.0330
H 0.073 -1.972 -2.405 0.120 -0.037 -0.023 0.2359
H -0.499 -3.010 -4.713 -0.356 0.171 0.051 0.3343
H 1.122 -3.273 -4.190 0.466 -0.174 -0.286 0.2162
H 1.096 -2.316 -6.305 -0.019 0.028 -0.146 0.3020
C -0.567 4.263 1.779 0.401 -0.264 1.731 -0.7717
O -1.362 3.838 0.717 -0.180 0.511 -0.060 -0.3884
H -0.748 3.655 2.665 -0.242 -0.344 0.217 0.2087
H 0.515 4.185 1.672 0.127 0.104 -0.762 0.3123
H -0.787 5.268 2.139 -0.247 0.196 -0.683 0.3702
H -0.940 3.119 0.242 0.145 -0.585 -0.298 0.2930
```
Forces are in eV/Å.

E_HOMO: -9.14 eV
energy relative to the best compared isomer or geometry (same formula, charge and spin): 86.54 kcal per mole
DFT total energy: -45333.5943 eV
net charge: 0
SMILES string: CCO.CCO.CCO.CCO.CCO.CCO.CCO.CCO.CCO.CCO.CO
Kohn-Sham gap: 0.348 hartree

***

Record 2
C22H40F4N2O26PdS4 | ωB97M-V/def2-TZVPD

Structure (XYZ):
```
99
Properties=species:S:1:pos:R:3:forces:R:3:mulliken_spin:R:1
Pd -1.853 0.652 -0.458 -0.206 -1.181 1.147 1.5904
N -1.977 2.432 0.550 3.016 4.329 1.803 0.0958
S -2.907 3.333 1.480 -7.214 1.334 2.964 -0.0054
O -3.847 4.065 0.607 2.038 -1.450 2.129 0.0069
O -2.528 3.961 2.786 0.711 -1.351 -4.094 0.0328
F -3.740 2.104 2.118 0.032 0.064 -0.820 -0.0004
S -0.748 3.732 0.564 4.312 1.173 -2.818 -0.0045
O 0.299 3.595 1.577 -2.475 -0.160 -1.623 0.0071
O -1.100 5.107 0.130 0.060 -4.012 1.275 0.0124
F -0.055 3.065 -0.791 -0.588 0.745 1.277 0.0043
N -2.370 0.155 -2.401 -2.919 -4.565 -3.265 0.0694
S -3.264 -1.080 -3.174 -3.334 -6.977 4.513 0.0031
O -2.562 -2.086 -3.919 0.732 1.606 0.171 0.0230
O -4.632 -0.875 -3.535 0.860 1.724 -0.458 0.0096
F -3.547 -1.909 -1.772 0.847 0.542 -0.728 0.0038
S -2.249 0.835 -3.811 5.099 7.664 -1.598 0.0042
O -3.257 1.714 -4.259 -2.093 -0.895 -0.419 0.0103
O -1.335 0.336 -4.799 -0.803 -1.014 0.810 0.0146
F -1.393 1.910 -3.021 1.890 1.628 -0.222 0.0019
C 1.924 1.506 3.006 -1.665 2.593 -1.388 0.0004
C 3.333 1.760 2.724 0.802 2.225 -1.559 0.0000
O 4.007 0.792 3.455 1.071 -0.795 0.489 0.0000
C 3.133 -0.145 3.802 0.488 -4.152 2.898 0.0001
O 3.422 -1.215 4.398 -1.161 3.966 -2.525 0.0000
O 1.873 0.252 3.490 0.467 -3.420 1.319 0.0001
H 1.376 1.570 2.066 -0.432 0.104 0.365 -0.0001
H 1.571 2.237 3.734 -0.487 -0.109 0.053 -0.0001
H 3.554 2.785 3.021 0.666 -0.223 0.174 0.0000
H 3.531 1.692 1.654 0.399 -0.275 0.018 -0.0001
C 3.175 2.685 -2.052 -2.727 -0.120 -1.448 -0.0004
C 3.393 3.985 -2.825 -1.566 -0.603 -0.022 0.0000
O 4.436 4.563 -2.092 0.531 2.237 -2.226 0.0000
C 4.633 3.981 -0.960 1.793 0.116 3.655 0.0000
O 5.308 4.437 -0.040 -1.685 -1.554 -2.185 0.0000
O 3.962 2.797 -0.948 2.023 -0.346 1.984 0.0001
H 3.255 1.812 -2.700 0.948 -0.346 0.415 0.0001
H 2.161 2.642 -1.653 -0.321 0.009 -0.350 -0.0003
H 2.481 4.575 -2.732 0.200 0.432 0.007 0.0000
H 3.560 3.849 -3.893 0.734 0.136 0.228 0.0000
C 4.840 -0.458 -0.349 0.563 0.249 0.135 0.0003
C 3.586 -1.154 0.080 0.828 -0.177 -0.551 0.0012
O 2.504 -0.230 0.107 -3.929 0.778 -1.622 -0.0009
C 1.535 -0.194 -0.897 -0.740 0.235 -0.067 0.0052
O 0.336 0.213 -0.715 4.651 -1.373 -0.635 0.0155
O 2.074 -0.596 -2.083 -0.464 0.246 1.905 0.0014
C 1.344 -0.682 -3.351 -0.296 0.793 1.167 0.0014
H 5.063 0.207 0.486 0.439 0.401 -0.409 0.0000
H 4.788 0.082 -1.294 -0.210 0.008 0.111 0.0001
H 5.649 -1.183 -0.428 0.045 -0.051 0.078 0.0000
H 3.775 -1.375 1.131 -0.575 -0.695 -0.069 -0.0002
H 3.374 -2.013 -0.556 -0.302 -0.052 0.356 -0.0006
H 0.290 -0.845 -3.125 0.129 -0.304 -0.304 -0.0018
H 1.836 -1.469 -3.924 -0.251 0.100 0.169 -0.0002
H 1.446 0.299 -3.814 -0.036 -0.179 -0.236 -0.0001
C -0.658 1.127 5.802 -1.478 -1.303 0.769 -0.0003
C -1.192 0.920 4.384 1.413 1.508 -0.518 -0.0014
O -1.335 -0.446 4.056 -0.418 -2.109 -1.743 0.0006
C -1.322 -0.914 2.740 0.172 0.886 1.930 0.0108
O -1.301 -0.230 1.718 -0.032 -0.844 1.318 0.0264
O -1.309 -2.247 2.854 -0.659 2.101 0.116 0.0011
C -1.214 -3.040 1.685 0.363 -0.406 -0.292 -0.0009
H -1.476 0.859 6.470 -0.113 -0.497 0.227 0.0000
H -0.508 2.143 6.166 0.566 0.182 -0.943 0.0001
H 0.148 0.433 6.042 0.263 0.358 -0.153 0.0000
H -0.399 1.265 3.720 -0.620 0.654 -0.344 0.0005
H -2.139 1.448 4.274 0.134 0.048 -0.363 0.0002
H -2.116 -3.641 1.570 0.080 -0.136 0.278 0.0002
H -0.330 -3.632 1.927 -0.227 -0.318 -0.827 0.0001
H -1.107 -2.464 0.765 0.342 0.109 0.236 0.0007
C -6.582 1.969 -2.732 0.631 -1.433 0.112 -0.0006
C -5.511 1.659 -1.584 -1.850 0.521 -1.378 -0.0070
O -5.973 0.533 -0.754 1.864 -0.744 0.995 0.0008
C -5.106 -0.126 0.120 -0.484 2.147 -2.492 -0.0032
O -3.872 -0.167 0.064 -1.059 0.434 0.526 0.0625
O -5.850 -0.724 0.987 0.173 -0.769 1.050 0.0076
C -5.241 -1.435 2.107 -1.194 -0.189 0.282 0.0007
H -6.342 2.841 -3.341 0.174 0.506 0.796 0.0000
H -7.619 1.976 -2.397 0.195 0.364 0.367 0.0000
H -6.565 1.223 -3.528 0.204 -0.601 0.310 0.0000
H -5.550 2.552 -0.961 0.754 -0.215 0.213 0.0007
H -4.577 1.458 -2.108 0.038 0.050 0.615 0.0009
H -5.145 -0.777 2.971 0.829 0.453 -0.460 0.0003
H -4.373 -2.034 1.832 -0.007 0.434 -0.011 -0.0009
H -6.045 -2.072 2.475 0.071 -0.386 -0.517 0.0001
C 5.005 -4.639 -0.444 0.134 1.030 0.640 0.0000
C 3.627 -4.902 0.103 0.521 -0.449 -0.280 0.0001
O 2.867 -4.866 -1.113 -1.925 -0.169 -0.202 0.0000
C 1.644 -4.296 -1.177 0.460 0.821 1.431 -0.0001
O 1.034 -3.826 -0.232 0.322 -0.733 -0.953 -0.0001
O 1.327 -4.184 -2.457 0.160 -0.543 -0.637 0.0000
C -0.005 -4.074 -2.923 -1.369 0.228 -0.780 -0.0001
H 5.436 -5.525 -0.909 0.152 0.117 0.324 0.0000
H 5.563 -4.206 0.387 0.733 -0.381 -0.207 0.0000
H 4.914 -3.871 -1.211 0.191 0.061 0.004 0.0000
H 3.278 -4.239 0.894 -0.142 0.415 -0.494 -0.0001
H 3.667 -5.892 0.557 -0.712 -0.251 -0.255 0.0000
H -0.102 -3.329 -3.712 0.522 0.627 0.465 0.0000
H -0.774 -3.882 -2.175 0.443 0.094 0.327 0.0001
H -0.333 -4.933 -3.509 0.492 -0.726 0.542 0.0000
```
Forces are in eV/Å.

E_HOMO (spin up / spin down): -10.99 / -10.93 eV
DFT total energy: -137358.9805 eV
net charge: 0
expectation value of S²: 2.01
Kohn-Sham gap (spin up / spin down): 0.332 / 0.256 hartree
multiplicity: 3

***

Record 3
C11H25AlBF3IN2O9P2 | ωB97M-V/def2-TZVPD

Structure (XYZ):
```
55
Properties=species:S:1:pos:R:3:forces:R:3:nbo_charge:R:1
C 2.273 -4.821 2.104 -0.042 -0.117 0.026 -0.6511
C 0.965 -4.254 2.664 -0.543 0.040 -0.025 -0.0580
O 1.165 -3.017 3.338 0.919 -0.234 -0.217 -0.7160
B 1.496 -1.904 2.619 -0.192 0.066 -0.156 1.2014
O 2.694 -1.269 2.949 -0.259 -0.032 0.589 -0.9377
C 0.533 -1.374 1.463 -0.230 0.032 0.071 -0.2897
O -0.809 -1.654 1.841 0.051 -0.077 -0.032 -0.9839
Al -1.808 -0.211 1.705 -0.254 0.346 -0.093 1.7436
C -3.598 -0.210 0.859 0.048 -0.141 -0.182 -1.0561
C -4.240 -1.589 0.593 -0.016 0.070 0.088 -0.4003
C -3.761 -2.709 1.526 -0.087 -0.092 -0.064 -0.2257
N -3.704 -2.323 2.938 -0.006 -0.065 0.040 -0.8565
P -2.053 0.843 3.904 -0.083 -0.153 0.273 0.2481
O -0.728 0.230 4.767 0.055 -0.031 -0.156 -1.0223
I -1.158 3.090 3.341 0.071 0.077 -0.074 -0.2550
O -0.563 0.731 0.838 0.096 -0.268 -0.122 -0.9510
C 0.658 0.161 1.199 0.294 0.169 0.064 -0.2778
P 1.838 0.560 -0.135 -0.205 -0.062 -0.102 2.2185
N 1.425 0.271 -1.594 0.029 -0.154 0.089 -1.3682
O 3.223 -0.189 0.178 0.076 0.112 -0.112 -0.9777
O 2.205 2.115 0.153 0.189 -0.075 0.089 -1.0007
H 2.312 -4.759 1.016 0.046 0.109 0.022 0.2095
H 3.120 -4.275 2.519 -0.009 -0.008 -0.001 0.2247
H 2.393 -5.871 2.377 -0.006 0.003 -0.029 0.2053
H 0.531 -4.934 3.398 0.037 0.040 0.038 0.1765
H 0.221 -4.118 1.874 0.019 -0.009 0.014 0.1860
H 2.570 -0.379 3.287 0.044 0.185 -0.234 0.4904
H 0.733 -1.877 0.499 0.122 -0.066 0.070 0.1906
H -3.495 0.325 -0.092 -0.046 0.032 0.024 0.2278
H -4.276 0.409 1.459 0.052 -0.004 0.049 0.2129
H -4.022 -1.903 -0.432 -0.026 -0.037 0.016 0.1982
H -5.333 -1.526 0.660 0.010 0.022 -0.003 0.1802
H -4.439 -3.564 1.416 0.017 0.004 -0.025 0.1645
H -2.774 -3.049 1.203 0.037 0.087 0.057 0.1984
H -2.774 -2.428 3.322 0.010 0.065 -0.037 0.3786
H -4.015 -1.374 3.096 -0.010 -0.016 0.003 0.3624
H -0.067 0.912 4.914 -0.007 0.035 0.101 0.4848
H 1.036 0.657 2.121 0.021 -0.031 0.007 0.1397
H 0.478 -0.088 -1.648 -0.028 0.119 -0.069 0.3897
H 3.669 0.127 0.970 -0.020 -0.064 0.079 0.4984
H 1.808 2.432 0.973 -0.160 0.055 -0.093 0.5083
C 0.663 3.186 -3.047 -0.025 0.072 -0.094 -0.6566
C 1.159 2.534 -4.310 0.031 -0.112 0.059 -0.0699
O 0.871 3.347 -5.495 0.004 -0.018 0.007 -0.4805
C 1.708 4.322 -5.758 -0.005 0.063 -0.079 0.6957
O 2.700 4.642 -5.169 -0.017 -0.020 0.020 -0.5528
C 1.264 5.051 -7.052 0.023 -0.041 0.061 0.8946
F -0.051 5.292 -7.070 -0.036 0.006 0.009 -0.3124
F 1.557 4.297 -8.125 0.001 -0.021 -0.020 -0.3189
F 1.899 6.213 -7.181 0.025 0.030 -0.003 -0.3074
H -0.405 3.400 -3.112 -0.010 -0.052 0.001 0.2048
H 0.841 2.470 -2.245 -0.045 0.117 0.080 0.2776
H 1.195 4.114 -2.840 0.053 -0.034 0.016 0.2109
H 0.645 1.597 -4.504 -0.021 0.019 -0.023 0.2011
H 2.229 2.342 -4.274 0.006 0.060 -0.017 0.2036
```
Forces are in eV/Å.

E_HOMO: -4.61 eV
DFT total energy: -75334.1425 eV
net charge: -1
Kohn-Sham gap: 0.250 hartree